Entry 1:
{"formula": "C5H22N2O6", "method": "ωB97M-V/def2-TZVPD", "symbols": ["N", "C", "N", "C", "C", "C", "C", "O", "H", "H", "H", "H", "H", "H", "H", "H", "H", "H", "H", "H", "O", "H", "H", "O", "H", "H", "O", "H", "H", "O", "H", "H", "O", "H", "H"], "xyz": [[1.5205, -0.2880, 2.7832], [0.2470, 0.2375, 2.6757], [-0.6682, -0.2566, 1.9508], [-1.9300, 0.5062, 1.8803], [-2.2130, 1.1577, 0.5636], [-2.0928, 0.3729, -0.7639], [-2.4143, 1.3369, -1.9070], [-2.3807, 0.6350, -3.1439], [1.6968, -1.0768, 2.1572], [1.9577, -0.2616, 3.6866], [0.1869, 1.1149, 3.3368], [-2.6998, -0.2584, 2.0805], [-2.1026, 1.2098, 2.6980], [-1.5150, 2.0093, 0.4901], [-3.1299, 1.7769, 0.4780], [-2.9390, -0.3074, -0.6716], [-1.2250, -0.2380, -0.9910], [-3.4221, 1.7377, -1.7965], [-1.7118, 2.1754, -1.9438], [-1.4926, 0.3231, -3.3283], [1.7534, 0.8911, 0.1632], [0.8365, 0.6217, 0.3870], [2.1581, 0.4041, 0.9033], [1.7826, -0.9081, -1.8453], [1.8843, 0.0472, -1.7805], [2.6716, -1.1596, -1.5405], [2.3228, 2.3524, -2.0209], [2.4742, 1.9785, -1.1331], [1.4725, 2.7950, -2.0203], [0.1609, -2.5636, -0.6087], [0.3601, -1.8132, -1.1997], [-0.5513, -2.4328, 0.0112], [2.1460, -2.9623, 1.1935], [1.4609, -3.3333, 1.7384], [1.7715, -2.8090, 0.2964]], "e_above_lowest_ev": 2.578, "orbital_gap_ha": 0.3838, "charge": 0, "smiles": "N/C=N/CCCCO.O.O.O.O.O", "homo_ev": -10.0}

Entry 2:
{"formula": "C5H22NO9", "method": "ωB97M-V/def2-TZVPD", "symbols": ["C", "C", "C", "C", "N", "C", "O", "O", "H", "H", "H", "H", "H", "H", "H", "H", "H", "H", "O", "H", "H", "O", "H", "H", "O", "H", "H", "O", "H", "H", "O", "H", "H", "O", "H", "H", "O"], "xyz": [[0.2971, 2.7411, 0.3089], [-0.0045, 2.4943, -1.1600], [-1.4883, 2.1206, -1.2559], [-1.8205, 1.1168, -2.0727], [0.3160, 1.6383, 1.2286], [1.3365, 0.5849, 0.9550], [2.3013, 0.9893, 0.2638], [1.1639, -0.4485, 1.5989], [1.2242, 3.3269, 0.3939], [-0.3668, 3.5567, 0.6616], [0.5105, 1.6712, -1.6596], [0.1185, 3.4552, -1.7168], [-2.2717, 2.5900, -0.6940], [-2.9348, 0.8630, -2.1031], [-1.1864, 0.3129, -2.5022], [-0.5689, 1.2529, 1.4974], [2.0055, -1.5792, -2.6402], [1.8150, -0.2964, -3.3888], [1.5346, -1.2173, -3.4280], [1.1644, -3.0759, -1.2132], [0.1728, -3.9893, -0.5868], [0.4858, -3.7221, -1.4601], [2.0257, -1.6562, 2.8571], [3.3572, -1.1903, 2.4572], [2.9588, -1.9535, 2.8926], [-1.5616, -3.1600, 0.7409], [-1.7547, -3.7469, 1.9900], [-1.9560, -3.9885, 1.0698], [-3.1280, 2.8651, 2.2447], [-2.6645, 1.7225, 3.1181], [-3.4759, 2.1031, 2.7350], [3.3961, -1.7567, -0.7646], [2.5226, -0.5043, -0.6669], [2.4860, -1.4694, -0.8961], [-2.5856, -0.3874, 0.9431], [-1.2719, -0.4512, 0.0551], [-2.1522, -0.8119, 0.1972]], "e_above_lowest_ev": 0.631, "orbital_gap_ha": 0.3221, "charge": -1, "homo_ev": -6.1}

Entry 3:
{"formula": "C5H22O6", "method": "ωB97M-V/def2-TZVPD", "symbols": ["C", "C", "C", "C", "C", "O", "H", "H", "H", "H", "H", "H", "H", "H", "H", "H", "H", "H", "O", "H", "H", "O", "H", "H", "O", "H", "H", "O", "H", "H", "O", "H", "H"], "xyz": [[2.6536, 1.4481, -1.2378], [1.4698, 0.4940, -1.6410], [1.3975, -0.1576, -2.9994], [0.2067, 1.3596, -1.2469], [-1.0346, 0.2913, -1.4375], [-2.0403, 0.4777, -0.4617], [3.6742, 1.0360, -1.2256], [2.5957, 2.2965, -1.8086], [2.4165, 1.8415, -0.2170], [1.4884, -0.2713, -0.8627], [1.0737, 0.5707, -3.6807], [0.6501, -1.0979, -3.1131], [2.4134, -0.4510, -3.2590], [0.3030, 1.7592, -0.2181], [0.0113, 2.3349, -1.8603], [-1.5509, 0.6725, -2.3622], [-0.6971, -0.7069, -1.3470], [-2.6553, -0.3223, -0.4241], [-0.2368, -1.7763, 0.6763], [-0.1304, -2.6968, 0.3841], [-1.0783, -1.4609, 0.6525], [-3.0255, -1.5179, 1.5025], [-2.3563, -1.6780, 2.1322], [-3.8157, -1.4214, 1.9038], [-0.4343, 0.8469, 1.9381], [0.0066, -0.0591, 1.7498], [-1.0184, 0.8388, 1.2262], [2.4150, -1.1457, 2.6077], [2.4192, -0.3635, 2.0459], [1.4689, -1.1978, 2.5785], [-2.6242, -0.1175, 3.3871], [-1.7791, -0.2934, 3.8597], [-2.1867, 0.4679, 2.7583]], "e_above_lowest_ev": 2.588, "orbital_gap_ha": 0.3806, "charge": 0, "smiles": "CC(C)CCO.O.O.O.O.O", "homo_ev": -10.1}